Entry 1:
Here is a molecular structure, C4H6O2 from the OMol25 dataset. Energies are from the ωB97M-V functional and the def2-TZVPD basis.

Results
DFT total energy ... -8337.57972 eV
Energy above the lowest of the compared OMol25 structures with the same formula, charge and spin ... 2.8814 eV
HOMO energy ... -0.3343 Eh
Kohn-Sham gap ... 9.9200 eV

Each line ends with the natural charge from an NBO analysis.
Cartesian coordinates (Å):
H -1.6182 -1.2633 0.5295  0.18
C 0.1133 -0.1946 -0.4641  0.19
O 0.6920 -0.6234 -1.6425  -0.68
H 1.6538 0.8072 1.0289  0.20
H 0.1725 2.0130 -0.6304  0.22
H 0.5468 0.0338 -2.3269  0.48
C -0.5243 -1.1817 0.5055  -0.08
H -1.3262 1.3982 0.2408  0.22
O -0.0064 -0.4567 1.6461  -0.51
C -0.3098 1.1964 -0.0960  -0.48
C 0.6643 0.4406 0.7748  0.07
H -0.0577 -2.1694 0.4344  0.19

Atomic forces in eV per Å
H 0.18 0.00 -0.06
C -0.11 0.01 0.25
O 0.07 0.05 -0.01
H -0.19 -0.05 0.06
H -0.09 -0.20 -0.09
H -0.08 0.02 -0.05
C -0.19 -0.21 -0.21
H 0.18 -0.03 0.01
O 0.01 0.03 0.07
C -0.05 0.09 -0.01
C 0.36 0.20 0.02
H -0.08 0.10 0.02

Entry 2:
Here is C4H6O2 in the gas phase from the OMol25 dataset. Energies are from the ωB97M-V functional and the def2-TZVPD basis.

Results
DFT total energy ... -8337.92831 eV
Energy above the lowest of the compared OMol25 structures with the same formula, charge and spin ... 2.5328 eV
HOMO energy ... -0.3258 Eh
Kohn-Sham gap ... 9.6508 eV

Each line ends with the natural charge from an NBO analysis.
Cartesian coordinates (Å):
O -0.0735 1.3887 1.0049  -0.67
C -0.0036 0.2163 0.2881  0.18
C 2.4304 -0.4208 -0.4026  -0.43
H 3.0585 -1.0276 0.2518  0.21
C -1.3291 -0.4660 0.0605  -0.11
H -1.2071 -1.3432 -0.5835  0.19
H -1.7256 -0.8209 1.0207  0.19
H 2.8667 -0.0075 -1.3146  0.21
H -0.9294 1.4251 1.4483  0.48
C 1.1819 -0.1909 -0.0965  -0.01
H -1.9649 0.8070 -1.2519  0.47
O -2.3044 0.4398 -0.4252  -0.71

Atomic forces in eV per Å
O -0.06 0.09 0.19
C 0.11 -0.13 0.09
C -0.22 -0.08 -0.04
H -0.09 0.09 -0.25
C 0.21 -0.27 0.18
H 0.05 0.13 -0.01
H 0.10 0.04 -0.10
H -0.04 -0.16 0.24
H -0.05 0.09 -0.14
C 0.03 0.14 -0.03
H -0.14 0.02 0.10
O 0.09 0.03 -0.24